Here is a molecular structure, C44H121N11O11 from the Open Molecules 2025 dataset. Energies are from the ωB97M-V functional and the def2-TZVPD basis.

Output
LUMO level = 0.51 eV
ΔE to the lowest compared entry with this formula, charge and spin = 1456.1 kcal per mole
Largest force on an atom = 0.2881 hartree/bohr
HOMO energy = -6.73 eV

Element x y z (Å)
1 C -5.33117 -3.53107 -2.37430
2 C -3.81030 -3.25712 -2.62737
3 C -3.16815 -2.81519 -1.28023
4 O -3.76723 -1.59403 -0.83101
5 C -3.56733 -0.41915 -1.54292
6 N -3.23967 -4.45857 -3.20839
7 H -5.75995 -2.54024 -2.22440
8 H -5.56024 -4.20660 -1.55012
9 H -5.67525 -3.97384 -3.30900
10 H -3.74460 -2.47134 -3.37993
11 H -2.10776 -2.56285 -1.27528
12 H -3.29388 -3.62358 -0.55997
13 H -2.48424 -0.31720 -1.47474
14 H -4.07044 0.34785 -0.95413
15 H -3.99875 -0.31784 -2.53877
16 H -2.24418 -4.28946 -3.23100
17 H -3.52839 -4.76440 -4.12666
18 C -1.61896 0.44842 6.61654
19 C -2.25576 -0.62175 5.74805
20 C -1.22176 -1.04282 4.57694
21 O -0.96839 -0.06800 3.58247
22 C 0.12477 -0.45424 2.76633
23 N -2.61651 -1.76221 6.56749
24 H -0.75896 0.06055 7.16251
25 H -2.28166 0.77024 7.41988
26 H -1.33532 1.29711 5.99416
27 H -3.17634 -0.15215 5.40150
28 H -1.61571 -1.90777 4.04332
29 H -0.30223 -1.31669 5.09418
30 H 0.98221 -0.39908 3.43703
31 H 0.29148 0.18398 1.89857
32 H 0.08408 -1.47779 2.39377
33 H -2.95244 -1.44817 7.46673
34 H -1.85942 -2.42221 6.67381
35 C 8.23397 0.39933 -1.81082
36 C 7.27632 0.56606 -0.67763
37 C 5.90486 0.10095 -0.90487
38 O 5.09578 0.49973 0.20651
39 C 3.74483 -0.06892 0.12445
40 N 7.72017 -0.11792 0.50723
41 H 8.09743 1.11151 -2.62461
42 H 8.09127 -0.56429 -2.29988
43 H 9.25951 0.59971 -1.50063
44 H 7.23906 1.63587 -0.47218
45 H 5.85662 -0.97166 -1.09268
46 H 5.38698 0.36858 -1.82588
47 H 3.83748 -1.14990 0.22933
48 H 3.16899 0.13770 -0.77768
49 H 3.15693 0.28594 0.97093
50 H 7.77547 -1.11706 0.37032
51 H 6.86860 0.04253 1.02607
52 C 3.03170 1.89899 4.44617
53 C 2.61990 0.46241 4.35400
54 C 2.62408 -0.06599 2.92796
55 O 1.94132 -1.34066 2.84212
56 C 1.95557 -1.94264 1.56516
57 N 3.64554 -0.27275 5.06397
58 H 2.70130 2.27319 5.41515
59 H 2.55819 2.46730 3.64560
60 H 4.08808 2.06114 4.23208
61 H 1.57026 0.33965 4.62101
62 H 3.66742 -0.10453 2.61482
63 H 2.16928 0.58513 2.18141
64 H 1.56262 -2.95855 1.60555
65 H 2.99652 -1.94813 1.24189
66 H 1.33999 -1.45366 0.81014
67 H 3.40721 -1.25347 5.10231
68 H 3.55479 0.07372 6.00834
69 C 4.45301 0.70540 -5.85458
70 C 5.42228 0.61671 -4.63120
71 C 5.14704 -0.51420 -3.69559
72 O 3.84110 -0.35965 -3.04227
73 C 3.57688 -1.52042 -2.24646
74 N 6.75972 0.54788 -5.19291
75 H 4.59492 1.60433 -6.45447
76 H 3.44520 0.80179 -5.45069
77 H 4.52091 -0.15423 -6.52131
78 H 5.37616 1.59593 -4.15467
79 H 5.82145 -0.45257 -2.84151
80 H 5.33307 -1.49345 -4.13669
81 H 2.54899 -1.39509 -1.90613
82 H 4.12450 -1.45512 -1.30628
83 H 3.63898 -2.43697 -2.83312
84 H 7.35628 0.79044 -4.41484
85 H 6.88278 1.27389 -5.88420
86 C -2.36464 -1.25745 -4.19570
87 C -0.84893 -1.65593 -4.27284
88 C -0.60504 -3.18934 -4.17692
89 O -1.10295 -3.67774 -2.90733
90 C -0.46544 -3.11167 -1.76607
91 N -0.48318 -1.20434 -5.53436
92 H -2.73024 -1.44666 -3.18643
93 H -2.92051 -1.90917 -4.86976
94 H -2.54853 -0.22606 -4.49657
95 H -0.24592 -1.19377 -3.49124
96 H 0.47283 -3.34908 -4.20497
97 H -0.95269 -3.76210 -5.03668
98 H -0.82590 -2.08639 -1.68273
99 H 0.62332 -3.08666 -1.81165
100 H -0.84644 -3.59627 -0.86712
101 H -1.10227 -1.57945 -6.23870
102 H 0.43049 -1.58776 -5.72999
103 C -1.83925 1.13605 -1.66018
104 C -1.33392 2.56142 -1.31459
105 C -2.33383 3.75319 -1.28928
106 O -1.66898 4.98609 -1.33341
107 C -2.53624 6.08030 -1.38101
108 N -0.61102 2.53094 -0.03056
109 H -2.56379 0.78175 -0.92696
110 H -0.99121 0.45931 -1.76473
111 H -2.30671 1.05791 -2.64175
112 H -0.72529 2.72865 -2.20325
113 H -2.97726 3.57554 -0.42756
114 H -3.04262 3.71636 -2.11655
115 H -2.07943 7.04048 -1.14125
116 H -3.32837 5.97859 -0.63920
117 H -3.05596 6.20472 -2.33103
118 H -0.28659 3.41337 0.33848
119 H -1.31360 2.15654 0.59098
120 C 3.46407 2.04429 0.55507
121 C 2.21098 2.77307 1.03302
122 C 1.74801 3.95110 0.03806
123 O 0.90922 4.80669 0.91548
124 C 0.22166 5.79125 0.14564
125 N 1.19204 1.84192 1.28978
126 H 3.35341 1.38400 -0.30509
127 H 3.88730 1.43945 1.35703
128 H 4.25189 2.75998 0.32004
129 H 2.52524 3.18206 1.99326
130 H 1.09712 3.55306 -0.74040
131 H 2.55148 4.54804 -0.39347
132 H -0.47943 6.32912 0.78381
133 H -0.37828 5.26736 -0.59847
134 H 0.86920 6.56436 -0.26801
135 H 1.21784 1.19974 0.51067
136 H 0.31303 2.31597 1.13906
137 C -2.91954 -1.18127 2.98915
138 C -3.45968 -2.56034 2.60694
139 C -4.23261 -2.60033 1.26562
140 O -5.51366 -1.91321 1.43914
141 C -6.35924 -2.15165 0.35599
142 N -2.29862 -3.43512 2.44542
143 H -2.36921 -1.14793 3.92942
144 H -3.77436 -0.51319 3.09429
145 H -2.21769 -0.77229 2.26233
146 H -4.13898 -2.77429 3.43209
147 H -4.49207 -3.62008 0.98125
148 H -3.60118 -2.27445 0.43906
149 H -6.13330 -1.39979 -0.40015
150 H -7.34392 -1.74846 0.59250
151 H -6.32232 -3.12900 -0.12517
152 H -2.60375 -4.26205 1.95229
153 H -1.94231 -3.83261 3.30283
154 C -4.34894 0.72349 0.25759
155 C -4.29617 1.29786 1.69287
156 C -3.19287 2.46290 1.77751
157 O -1.90945 2.12443 1.35492
158 C -1.34446 1.00193 1.93438
159 N -5.63923 1.71264 1.95190
160 H -4.54486 -0.34099 0.38647
161 H -3.40866 0.76409 -0.29225
162 H -5.12069 1.24204 -0.31127
163 H -4.17849 0.58728 2.51099
164 H -3.29450 2.88232 2.77843
165 H -3.60489 3.36167 1.31866
166 H -0.27716 1.15139 1.77128
167 H -1.72517 0.15868 1.35811
168 H -1.59154 0.94633 2.99455
169 H -5.64460 2.41716 2.67559
170 H -6.26305 0.96957 2.23260
171 C 1.85196 -0.48452 -1.27928
172 C 0.52056 0.23398 -1.07511
173 C -0.40000 -0.31032 0.05035
174 O -0.81901 -1.58787 -0.42665
175 C -1.48692 -2.26765 0.62408
176 N 0.89168 1.65310 -1.03587
177 H 2.36384 -0.48830 -0.31696
178 H 2.46328 0.00735 -2.03589
179 H 1.68191 -1.49251 -1.65762
180 H -0.01839 0.10274 -2.01342
181 H -1.26163 0.32493 0.25563
182 H 0.14106 -0.43326 0.98855
183 H -1.83567 -3.20566 0.19210
184 H -2.32145 -1.70266 1.03931
185 H -0.79079 -2.47829 1.43596
186 H 1.39691 2.07774 -1.80041
187 H 0.12626 2.28487 -0.84850